1.
The following is a DFT calculation (wB97M-V/def2-TZVPD) of C3H5NO in the gas phase.

Its SMILES is O=CN1CC1. The value obtained for the molecular weight is 71.1 Da. The relative energy (zero: lowest compared OMol25 entry of this formula, charge and spin) is 3.2863 eV. The total energy comes out at -6726.2864 eV. The calculation puts the HOMO-LUMO gap at 10.585 eV.

Geometry as XYZ:
```
10
C3H5NO | OMol25 | wB97M-V/def2-TZVPD
O -1.52 1.31 -0.87
C -1.30 0.72 0.19
N -0.43 -0.31 0.23
C 0.94 -0.51 0.65
C 0.54 -0.25 -0.83
H -1.86 0.96 1.10
H 1.46 0.20 1.29
H 1.06 -1.55 1.00
H 0.59 -1.20 -1.38
H -0.12 0.78 -1.38
```


2.
The following is a DFT calculation (wB97M-V/def2-TZVPD) of C3H5NO in the gas phase.

Its SMILES is N/C=C\C=O. The value obtained for the molecular weight is 71.1 Da. The relative energy (zero: lowest compared OMol25 entry of this formula, charge and spin) is 3.1399 eV. The total energy comes out at -6726.4328 eV. The calculation puts the HOMO-LUMO gap at 9.733 eV.

Geometry as XYZ:
```
10
C3H5NO | OMol25 | wB97M-V/def2-TZVPD
N 0.15 1.18 -0.33
C -0.99 0.35 0.16
C -0.66 -0.90 0.40
C 1.00 -0.93 -0.07
O 1.43 -1.96 -0.54
H -0.20 2.09 -0.65
H 0.90 1.44 0.31
H -1.95 0.81 -0.08
H -1.33 -1.73 0.21
H 1.66 -0.35 0.59
```


3.
The following is a DFT calculation (wB97M-V/def2-TZVPD) of 2 unconnected molecules or ions with the total composition C3H5NO.

The value obtained for the molecular weight is 71.1 Da. The relative energy (zero: lowest compared OMol25 entry of this formula, charge and spin) is 3.8462 eV. The total energy comes out at -6725.7265 eV. The calculation puts the HOMO-LUMO gap at 9.751 eV.

Geometry as XYZ:
```
10
C3H5NO | OMol25 | wB97M-V/def2-TZVPD
C -0.51 -0.23 -0.97
C -0.41 0.95 -0.03
N 0.98 1.08 0.40
C 1.56 0.14 -0.19
O 0.73 -0.67 -1.01
H -1.55 -1.99 1.20
H -1.58 -1.79 0.48
H -0.76 1.86 -0.54
H -1.08 0.81 0.83
H 2.60 -0.15 -0.17
```


4.
The following is a DFT calculation (wB97M-V/def2-TZVPD) of C3H5NO in the gas phase.

The value obtained for the molecular weight is 71.1 Da. The relative energy (zero: lowest compared OMol25 entry of this formula, charge and spin) is 6.0722 eV. The total energy comes out at -6723.5004 eV. The calculation puts the HOMO-LUMO gap (alpha / beta) at 7.684 / 8.101 eV.

Geometry as XYZ:
```
10
C3H5NO | OMol25 | wB97M-V/def2-TZVPD
C 0.92 -0.20 -0.68
C -1.24 -0.17 -0.22
C 0.34 0.53 1.21
O 1.33 -0.24 0.64
N -0.93 0.25 1.01
H 0.68 1.34 1.84
H 1.01 -1.15 -1.20
H 1.23 0.69 -1.21
H -2.31 -0.08 -0.44
H -1.03 -0.96 -0.95
```